Formula: C23H50BrO11P3S5
Source: OMol25
Level of theory: wB97M-V/def2-TZVPD

```
93
C23H50BrO11P3S5, DFT wB97M-V/def2-TZVPD
C -3.25767 -2.87840 2.03744
C -4.34244 -2.85834 0.92499
C -3.95781 -1.70595 -0.03303
C -5.67482 -2.49561 1.62187
C -6.89129 -3.29216 1.06807
P -8.45071 -2.29938 0.98849
Br -7.69213 -1.38600 -1.05345
C -8.69808 -0.54346 1.58324
C -8.28836 -0.26374 3.01046
O -7.40013 -0.76397 3.58119
O -9.04849 0.71875 3.64330
P -10.18949 -3.21745 -0.16992
O -10.22297 -2.73476 -1.55769
P -9.31552 -3.21944 2.85246
S -9.60634 -5.16096 2.61868
H -3.68479 -3.31343 2.94496
H -3.04291 -1.83716 2.27896
H -2.36952 -3.43099 1.74277
H -4.41636 -3.81282 0.40508
H -4.37168 -0.74830 0.29352
H -2.87510 -1.59650 -0.01653
H -4.27835 -1.88112 -1.04032
H -5.89472 -1.43459 1.50935
H -5.65252 -2.65697 2.70029
H -6.65095 -3.54505 0.03735
H -7.03463 -4.24896 1.57339
H -8.17103 0.16128 0.94612
H -9.76004 -0.29611 1.49173
H -8.47986 1.50434 3.63564
H -11.40565 -2.90755 0.48618
H -9.95145 -4.60480 -0.21620
H -8.52637 -3.04985 4.01215
H -10.60667 -2.64594 3.01872
O -3.18500 -1.03407 -2.80610
S -2.61276 -2.34402 -2.99665
O -2.70892 -3.38196 -2.00452
C -3.18832 -2.98908 -4.56215
C -2.16757 -2.48345 -5.57611
C -0.79569 -2.67629 -4.91808
C -0.89646 -2.14840 -3.48149
H -4.19972 -2.63693 -4.75373
H -3.17412 -4.07688 -4.49678
H -2.24314 -3.02119 -6.52047
H -2.33540 -1.42272 -5.77735
H -0.54629 -3.73943 -4.90257
H -0.00778 -2.16398 -5.46915
H -0.26436 -2.71109 -2.79779
H -0.65116 -1.09083 -3.42635
O 1.54770 -0.97483 -0.53699
S 0.45936 -0.23827 0.06489
O -0.55011 -0.88628 0.86318
C 1.14102 1.13355 0.98556
C 1.23273 2.26468 -0.03182
C -0.08016 2.21520 -0.82476
C -0.33409 0.75090 -1.20409
H 2.10443 0.85089 1.40375
H 0.44174 1.37707 1.78521
H 1.37627 3.22129 0.45229
H 2.07409 2.09728 -0.70284
H -0.89778 2.57918 -0.19819
H -0.04052 2.84838 -1.71041
H -1.39721 0.51511 -1.23098
H 0.12454 0.50163 -2.15893
O 3.56367 3.38994 0.78126
S 4.83767 3.11579 0.15423
O 5.21927 3.75552 -1.08055
C 6.13167 3.34527 1.36450
C 6.27444 1.98292 2.03023
C 6.21361 0.95595 0.89524
C 5.03314 1.33683 -0.00804
H 5.85057 4.13825 2.05481
H 7.04120 3.61603 0.82938
H 7.20399 1.91017 2.59029
H 5.44572 1.81646 2.72424
H 7.14254 0.99439 0.32433
H 6.10418 -0.05939 1.27458
H 5.22180 1.09449 -1.05103
H 4.10785 0.86482 0.31839
O 11.49132 2.36857 2.30180
S 10.58109 2.86982 1.30649
O 9.25985 2.31089 1.14004
C 10.44892 4.64364 1.49450
C 11.56728 5.19956 0.61928
C 11.53101 4.37906 -0.67609
C 11.42000 2.90141 -0.28039
H 10.54775 4.90814 2.54496
H 9.46954 4.94488 1.12157
H 11.43272 6.26335 0.42856
H 12.53104 5.06472 1.11554
H 10.65871 4.66897 -1.26590
H 12.41330 4.55471 -1.29004
H 10.84018 2.32903 -1.00059
H 12.39953 2.44567 -0.14745
```

Calculated values
highest occupied orbital energy: -0.300 Eh
molar mass: 835.8 g mol⁻¹
net charge: 0
multiplicity: 1